C68H112N16O16 | the ωB97M-V functional and the def2-TZVPD basis

```
! RIJCOSX wB97M-V def2-TZVPD def2/J DEFGRID3
* xyz 8 1
H 2.141 0.347 5.233
C 4.889 -5.777 1.441
C -5.423 3.105 -1.057
C -0.814 4.815 -4.554
C 1.786 7.813 -1.870
C -0.060 -2.212 -2.952
C 0.064 6.397 -3.012
N -4.992 1.226 -5.779
H -4.263 -6.546 -1.259
O 1.314 4.062 4.708
C 2.823 0.313 6.071
C -1.112 7.086 -5.039
H -3.389 -1.295 -1.886
H -0.396 -1.271 -3.386
H -0.829 -8.658 -1.325
H 1.118 -1.773 -5.189
H -2.264 6.508 3.281
C -0.850 -0.171 0.177
C -5.156 0.130 -3.666
H -0.361 6.295 7.350
H 0.030 -0.731 7.627
H -3.387 -5.445 -0.183
H -4.788 2.859 3.530
H 2.624 7.474 2.469
H -0.668 4.723 8.016
O 3.409 3.339 4.627
H 2.557 -1.494 8.365
H -0.065 -4.099 -7.831
H -1.559 3.032 6.693
H -5.380 0.190 -2.602
H -1.473 1.272 3.178
O 3.934 1.491 8.830
H 2.147 -2.573 -3.966
H 4.776 -7.424 0.139
N 1.926 0.212 7.281
N 2.304 3.482 4.084
O -1.930 -0.186 4.617
H 3.432 1.202 6.202
C 2.301 -5.110 0.706
H 3.151 8.970 -0.695
C -1.755 0.680 2.325
C -3.371 4.091 2.515
N 0.861 -8.954 -2.481
C 2.581 -0.409 8.517
C 1.298 1.576 7.511
N -1.238 5.768 -5.373
H -1.483 7.853 -5.719
C -5.308 2.391 -6.639
H -4.629 2.706 -1.672
C 2.203 -7.082 -0.879
C -0.137 5.061 -3.359
H 0.223 -2.374 1.732
H -2.157 5.362 1.258
C -5.194 2.990 1.361
H -1.262 -2.357 -5.152
H -1.647 0.296 -0.395
H -1.865 -0.355 2.641
C -5.001 -4.577 -2.982
C 0.693 0.499 2.114
H 1.263 -4.819 0.571
H 1.974 8.417 -2.735
C -4.504 -1.036 -5.618
H 0.319 -6.992 0.223
H 4.683 -2.324 -0.169
N -1.398 1.448 -3.087
H 4.166 7.263 1.634
H 3.908 -3.712 -2.398
H -6.132 2.331 -0.774
N -4.759 3.545 0.215
H -1.021 3.800 -4.873
H 0.207 -0.002 6.111
C -1.029 -3.396 -4.921
C 5.291 1.256 -2.082
C 0.841 5.905 -0.657
H 2.550 -3.588 2.218
C 2.897 -6.213 0.086
H -1.345 2.358 0.169
C -2.121 5.689 3.957
C -2.983 4.663 1.284
H -0.315 8.490 -3.612
H 1.085 1.912 6.512
H 3.567 -0.462 0.221
H 0.146 5.083 -0.513
O -2.094 0.430 -3.367
H 0.577 1.244 2.916
H 0.000 -0.254 -0.497
H 0.385 4.241 -2.889
H 0.354 2.190 0.141
H 2.077 2.147 7.999
H -2.639 0.919 1.765
C -1.777 3.741 5.915
C 0.570 -4.524 -3.420
H -4.360 0.205 -7.431
H 4.908 -4.640 4.078
C -3.897 -3.236 -1.352
H 1.665 5.688 1.361
O -1.237 -3.266 1.904
C 0.916 6.715 -1.823
C -2.521 3.385 4.783
H 0.117 -0.962 3.445
H 3.343 -0.608 5.897
H 1.875 -0.810 3.175
H 6.052 -3.972 2.998
C -1.924 5.419 -6.600
H 6.287 -0.919 -1.502
H 3.433 8.782 1.654
H -6.011 2.285 1.318
H 0.343 -9.813 -4.346
H 3.871 -7.493 -2.182
H 0.821 -5.208 -4.236
H 3.975 1.256 0.112
H -2.982 5.386 -6.399
H 0.686 4.916 6.766
N 4.281 -4.726 2.032
O -0.966 -3.629 -0.288
H 0.426 1.510 8.150
N 4.483 0.093 -1.625
N -1.266 -4.065 0.898
H -0.850 -2.586 -2.309
C 4.992 -4.065 3.157
H 1.620 0.800 1.624
H 0.895 -2.165 -2.421
H -0.803 6.835 5.245
H -5.752 2.172 -4.243
C 0.739 -0.634 6.817
H 4.884 1.706 8.760
C -0.490 2.178 0.817
H 1.997 -0.099 9.417
C -5.268 -3.484 -3.789
H -3.518 4.755 -0.836
C 2.123 -8.636 -2.714
O 3.612 -2.967 -1.868
O 0.017 -3.658 -6.990
H 2.644 1.043 -2.116
H -2.846 2.340 4.835
H -1.760 6.237 -7.299
C -4.774 -1.058 -4.246
H -4.503 2.660 -7.298
H -1.794 -3.850 -4.288
H 4.516 -3.097 3.340
N -1.223 4.979 6.004
C -2.671 4.401 3.767
H -0.366 2.926 1.595
C 4.839 -2.397 -1.249
C 2.821 -7.676 -1.978
H 2.600 -9.269 -3.450
C -5.295 1.236 -4.483
H -0.803 -10.167 -3.012
C 4.249 -6.513 0.449
H 1.762 -3.471 -5.480
H -1.531 4.516 -7.029
H -5.449 3.240 -5.976
C 0.866 -7.430 -0.614
H 5.559 1.190 -3.127
H -1.897 -4.397 -6.579
H -5.359 -5.548 -3.296
H 4.622 -0.288 7.901
O -1.625 -5.253 1.051
H 6.202 1.426 -1.541
N -0.557 0.738 1.310
H -3.542 -3.142 -0.335
C 3.024 -4.385 1.642
C 0.188 -8.318 -1.465
H -5.883 -3.715 -4.650
C 3.996 0.081 8.714
C 2.517 8.097 -0.732
C -0.903 -4.282 -6.139
C 1.418 -2.728 -4.754
H 4.674 2.110 -1.888
H 5.913 -5.974 1.717
H -5.200 -5.588 -0.147
H 2.646 -0.735 -2.093
N 0.180 -3.247 -4.000
O -3.082 -0.941 6.406
H 1.109 -1.573 6.413
N -2.398 -0.054 5.906
C -4.486 3.271 2.556
C -3.697 4.386 0.158
C 3.190 0.147 -2.415
H 5.697 -3.081 -1.376
C 3.183 7.740 1.585
H -0.271 -4.912 -2.843
H -4.325 -1.952 -6.177
H -0.990 -1.166 0.560
C -0.496 7.439 -3.791
H 5.155 0.215 0.420
O 1.097 -1.921 1.731
O -0.152 1.547 -3.407
H -6.169 2.139 -7.247
H 5.306 -1.177 -2.959
O -1.953 2.354 -2.411
C -4.690 -2.261 -3.399
H 1.392 -4.345 -2.716
H -0.609 -5.313 -5.946
H 0.716 -11.019 -3.039
O -2.063 1.029 6.510
C 4.268 0.270 -0.167
C -3.954 -2.161 -2.192
C -4.308 -5.569 -0.769
C -0.290 5.232 7.131
C 1.639 6.266 0.439
C -4.575 0.133 -6.366
H 3.406 0.269 -3.453
O 2.106 3.039 2.857
H 4.317 -0.428 9.633
H -5.950 3.958 -1.460
C 0.901 -0.886 2.687
C -1.419 5.951 5.111
C 5.272 -1.115 -1.872
C 0.233 -10.072 -3.295
N -4.434 -4.436 -1.729
N 2.428 7.366 0.388
*
```

Computed properties:
Total energy (eV): -128825.31995
Frontier orbital gap (eV): 5.317



C68H133BF9HgN7O18PS | the ωB97M-V functional and the def2-TZVPD basis

```
! RIJCOSX wB97M-V def2-TZVPD def2/J DEFGRID3
* xyz -1 1
H -1.172 -2.738 8.384
H 5.408 5.163 3.939
H 8.015 -5.548 -3.147
C 3.847 -4.055 -1.463
O -1.185 7.927 -1.220
C 0.613 9.925 -0.255
H 6.133 0.706 6.194
O 2.689 6.164 -7.767
H 1.339 -1.197 6.324
H -7.252 1.084 -0.981
C -2.897 -4.528 -4.745
H 7.844 2.760 2.157
H 4.368 3.927 4.480
H 5.043 5.006 -6.482
H -0.292 -1.895 6.396
C -3.283 -5.564 -5.848
C 0.279 -0.967 6.430
C 1.880 2.516 -8.430
H 9.702 1.478 5.497
H 3.010 -4.134 -2.156
C -2.532 -6.346 3.140
H 1.624 4.041 -10.833
C 1.173 -1.157 9.541
C -2.432 -3.192 -5.337
N 6.851 3.246 5.184
O -1.734 6.552 3.390
H -6.580 -7.016 3.673
O -3.038 7.634 5.856
H 4.164 4.958 -9.701
H -5.819 2.121 -1.331
H 0.213 1.868 6.469
H 4.764 3.946 -5.149
N 0.873 -0.044 8.670
C 7.006 0.765 5.544
H -5.835 6.611 -2.124
C 2.002 -2.287 8.908
C 2.414 2.881 -5.985
C 2.417 8.505 6.466
C -9.057 2.931 -0.091
H -4.687 -5.705 4.716
H 0.411 4.506 -9.755
C 1.831 -0.772 10.881
C 1.491 4.567 -9.887
C 2.310 7.133 7.254
H -4.405 -7.566 -5.740
C 6.156 -7.065 -1.717
C 6.876 -2.553 -3.278
H 4.605 3.606 -8.862
H -1.844 -7.358 1.431
H 6.575 -1.522 -3.463
O -5.012 -5.798 -7.565
C 2.385 3.983 -8.820
H -7.437 5.423 -3.561
H -2.398 -9.744 2.172
H -3.161 -5.670 0.766
H -9.001 2.216 -2.494
O 0.126 6.810 4.658
C -4.031 -6.070 2.737
C -8.277 3.032 -2.511
C 4.479 -5.433 -1.209
C -5.217 -2.946 -8.113
F 1.159 1.320 -0.271
C -4.262 -8.571 2.283
H 7.567 -2.813 -4.080
H -9.383 1.901 -0.232
C 6.295 3.169 3.807
C 2.468 5.168 -5.073
P -0.331 1.544 0.188
O 1.327 8.676 5.721
H 5.574 -7.809 -1.173
C 5.336 -5.944 -2.402
C -6.741 2.020 -0.757
H 4.777 3.318 -6.879
H -8.765 6.382 -3.053
C -7.692 5.672 -1.363
H 3.529 1.717 -7.244
O 7.188 4.532 5.551
H -9.748 5.500 -0.348
H -9.479 7.002 -0.945
H -2.653 -9.202 3.668
F 1.662 9.149 -0.303
O -6.644 4.521 0.406
H -1.865 -5.489 3.042
H -2.382 -6.469 4.213
N -4.263 -4.902 -6.756
H 1.385 2.900 -5.627
N -4.733 -7.347 2.932
B 0.480 7.461 5.933
C -0.123 -0.096 7.581
C 5.687 -3.570 -3.203
H -3.834 -4.300 -4.237
H 2.163 -3.139 9.569
H -9.299 4.146 -4.050
H 2.986 -1.918 8.618
C -3.472 -2.541 -6.305
C 5.031 4.181 3.653
H 8.723 3.245 7.289
C 4.920 -3.617 -4.468
C 4.399 -6.537 -3.456
O 1.956 0.711 8.324
H -6.546 1.928 0.311
C 6.542 0.521 4.100
F 0.345 1.964 1.643
F -0.339 3.122 -0.033
H 0.793 2.608 -8.429
H 5.339 -2.448 -1.434
H -1.963 0.179 8.789
C -2.815 -3.551 -8.441
H 3.325 -6.357 -3.402
C -1.855 7.571 5.674
C -9.019 4.241 -3.001
H -2.272 -2.103 9.410
O -6.189 -7.181 2.812
H 1.256 -0.052 11.463
H 2.732 6.199 -5.306
C 2.948 4.301 -6.257
C 8.023 2.420 7.158
H -4.994 -5.604 0.830
F -0.082 10.009 0.900
C -1.501 -0.573 8.150
H 4.023 -2.354 -2.535
O 7.267 -5.323 -3.705
H -0.168 -2.580 10.621
H -7.470 4.547 0.894
F -0.946 1.321 -1.351
H 1.501 -2.569 7.982
H 4.898 -6.310 -4.399
H 2.034 0.913 -6.910
H 4.383 -7.626 -3.410
H 9.007 1.811 3.909
H 5.153 -5.323 -0.359
H -0.982 1.820 7.926
O 1.180 6.518 6.821
C 5.708 1.718 3.723
C -4.085 -6.726 -5.123
H 3.928 -4.060 -4.372
O -1.809 10.265 -1.607
O -0.037 9.280 -2.960
H 0.032 -0.468 5.492
H 8.705 1.641 7.499
C -2.791 -8.845 2.647
H -6.066 -3.607 -8.291
H 7.250 -2.449 -2.260
C -5.026 -9.776 2.798
H 2.770 -0.278 10.632
H 7.134 2.529 7.779
C 2.459 1.892 -7.127
O -0.810 7.965 6.491
C 7.717 2.164 5.720
H -3.006 -4.387 -9.114
H -1.397 -6.585 -5.805
H -7.036 7.793 -1.662
F -1.908 1.849 0.671
H -2.294 -6.729 -7.464
H -2.286 -4.964 -3.955
H -0.874 -7.799 2.744
C 9.040 2.146 4.946
H -8.854 3.178 0.951
O 3.377 9.300 6.568
H 6.606 4.752 6.282
H -3.416 -8.005 0.413
C -4.425 -5.074 3.867
H 5.862 -0.330 4.104
H -6.010 7.146 -0.495
O 3.225 6.675 7.957
H 4.559 4.215 2.671
H -1.817 -3.543 -8.003
H -5.261 -7.902 0.541
C -1.186 6.876 4.421
H 1.569 5.649 -9.992
H -3.643 -4.396 4.210
C -6.587 6.844 -1.369
H -3.583 -7.179 -4.269
N -7.107 4.419 -0.816
H 3.585 6.222 -8.106
F 1.003 11.207 -0.515
H 4.621 -2.658 -4.890
C -8.208 5.481 -2.793
C -2.053 -6.161 -6.565
H 2.784 4.663 -4.160
C -1.320 -1.824 8.959
H -5.896 -5.638 -7.226
H 2.097 1.852 -9.266
H -4.991 -6.310 -4.683
H 6.722 4.128 1.944
H -4.437 -9.387 0.312
H -5.002 -2.373 -9.015
H -9.958 4.273 -2.447
H 5.383 1.675 2.684
H 3.445 -3.681 -0.521
H -6.081 -9.619 2.573
C -8.909 6.171 -0.529
H -1.436 -3.236 -5.777
H 5.537 -4.132 -5.203
C -3.931 -3.572 -7.428
C 3.776 3.965 -9.471
H 7.392 0.316 3.449
H -9.936 3.497 -0.398
H -5.006 -9.801 3.887
H -2.267 -0.833 7.419
H 7.766 0.032 5.814
H -1.391 1.293 6.351
H -2.332 -2.490 -4.509
H -1.390 -5.364 -6.902
H 3.849 3.427 -10.416
H -3.855 -4.284 1.373
H -7.502 2.834 -3.251
C 7.300 3.554 2.669
H -8.448 6.505 0.401
H 1.563 1.553 8.564
H -2.709 -2.667 -9.069
H -5.639 -2.110 -7.556
H -3.011 -1.641 -6.711
H 4.714 1.644 4.165
H -0.707 -0.858 10.714
C 4.491 4.113 -6.191
H -5.207 -4.384 3.549
H 2.972 2.565 -5.103
C -0.298 -1.644 10.078
C -7.825 3.093 -1.026
Hg -3.213 4.638 -0.516
C -0.552 1.346 7.044
C -4.049 -5.355 1.313
H 6.734 -7.694 -2.394
H 8.074 4.238 3.017
H 1.920 -1.604 11.580
N 2.389 4.790 -7.559
H 1.381 5.154 -4.992
F -0.490 -0.010 0.664
H 6.964 -6.778 -1.045
H -4.316 -2.146 -5.740
H 9.332 3.185 4.792
H 3.620 -6.093 -1.093
N 6.310 -4.923 -2.844
S -0.758 9.288 -1.660
C -1.913 -7.578 2.496
C -4.342 -8.422 0.810
H -4.607 -10.705 2.410
C 4.744 -3.056 -2.116
*
```

Computed properties:
Total energy (eV): -169382.73415
Energy relative to the best compared isomer or geometry (same formula, charge and spin) (kcal/mol): 0.0
Frontier orbital gap (eV): 1.204



> Which formula does entry 2 have?

C68H133BF9HgN7O18PS



> Which formula does entry 1 have?

C68H112N16O16



> The lowest frontier orbital gap belongs to which entry?

C68H133BF9HgN7O18PS



> The highest frontier orbital gap belongs to which entry?

C68H112N16O16